Entry from OMol25: a structure of composition C8H16ClEuN2 (wB97M-V/def2-TZVPD).

Computed properties:
Calculated total energy   -43381.71511 eV
Energy relative to the best compared isomer or geometry (same formula, charge and spin)   222.0 kJ/mol
HOMO-LUMO gap (alpha / beta)   0.1018 / 0.2002 Eh
Lowest unoccupied orbital energy (alpha / beta)   0.109 / 0.100 Ha
Charge   -1
2S+1   8

Last column: Mulliken spin population.
Atoms and positions in Å:
C 2.3551 1.4976 0.2138  0.03
Eu -1.7379 0.2133 -0.5478  6.94
N -2.0129 -2.2705 0.0855  0.04
N -0.1352 0.3963 -2.7621  0.11
H -2.9630 -2.2450 0.4557  0.13
H 2.7115 0.4711 0.1601  0.00
H 2.5643 1.8956 1.2177  0.00
H 1.2552 1.6057 0.0029  0.02
H 2.9442 2.0372 -0.5379  -0.03
H -0.8353 0.6112 -3.4727  -0.03
H 0.2690 -0.5190 -2.9671  0.00
H 0.6078 1.0869 -2.8529  -0.06
H -2.0863 -2.8342 -0.7639  -0.07
H -1.4256 -2.7840 0.7475  -0.15
Cl -3.0847 2.3241 4.4197  0.00
C -1.6546 1.3783 4.4407  -0.01
C -1.0875 1.0837 5.6741  0.01
C 0.0805 0.3107 5.7523  -0.02
C 0.6576 -0.1557 4.5691  0.01
C 0.0704 0.1143 3.3300  -0.11
C -1.0939 0.9217 3.1970  -0.03
C -1.6941 1.3178 1.9179  -0.01
H -1.5608 1.4590 6.5848  0.00
H 0.5115 0.0895 6.7292  0.00
H 1.5849 -0.7283 4.6353  0.01
H 0.5244 -0.2777 2.4174  0.12
H -2.7668 1.0826 1.7862  0.07
H -1.4833 2.3332 1.5650  0.02

=====

Entry from OMol25: a structure of composition C8H16ClIN2OPTb (wB97M-V/def2-TZVPD).

Computed properties:
Calculated total energy   -65913.75740 eV
HOMO-LUMO gap (alpha / beta)   0.2002 / 0.2206 Eh
Lowest unoccupied orbital energy (alpha / beta)   -0.326 / -0.307 Ha
Charge   +2
2S+1   7

Last column: Mulliken spin population.
Atoms and positions in Å:
C 1.3179 -1.2122 -0.0521  -0.01
I 1.2415 1.7729 0.3554  -0.01
H 0.2753 -0.7997 -0.1225  0.02
H 1.2139 -1.8807 0.8447  0.00
H 1.4551 -1.7768 -0.9920  0.00
Tb -2.0127 0.6393 1.4278  6.16
P -0.4142 0.5008 -2.1643  -0.02
C 1.1775 0.9474 -2.9452  0.00
C -0.8677 -0.8758 -3.2657  0.00
H -2.4804 1.7464 -2.3125  0.00
H -1.5535 1.8002 -3.8497  0.00
H -1.0604 2.8319 -2.4550  0.00
C -1.4842 1.8676 -2.7573  0.00
H -1.7892 -1.3381 -2.8921  0.00
H -1.0098 -0.4684 -4.2726  0.00
H 1.0240 1.0487 -4.0250  0.00
H 1.9067 0.1480 -2.7721  0.00
H -0.0446 -1.6037 -3.2659  0.00
H 1.5683 1.8795 -2.5237  0.00
C 2.3096 -0.1291 0.1686  0.00
O 3.5035 -0.1549 0.3370  0.00
Cl -3.6924 -0.6254 0.1416  -0.02
N -0.8614 -1.3012 3.7214  0.00
C -0.1324 -1.2041 4.8382  0.00
C 0.5672 -0.0059 4.7678  0.00
C 0.2471 0.5859 3.5577  -0.01
N -0.6787 -0.2101 2.9031  -0.11
H -1.4227 -2.0766 3.3665  0.00
H -0.1930 -1.9675 5.6145  0.00
H 1.2327 0.3901 5.5264  0.00
H 0.6570 1.4719 3.0968  0.00

=====

Entry from OMol25: a structure of composition C8H16ClMnN2 (wB97M-V/def2-TZVPD).

Computed properties:
Calculated total energy   -55376.02883 eV
HOMO-LUMO gap (alpha / beta)   0.1110 / 0.1525 Eh
Lowest unoccupied orbital energy (alpha / beta)   0.114 / 0.112 Ha
Charge   -1
2S+1   6

Last column: Mulliken spin population.
Atoms and positions in Å:
C 2.5680 1.1424 -1.2244  0.48
Mn -0.3067 0.2104 -1.5763  4.62
N -1.0372 -1.8486 -1.3584  0.46
N 0.1202 0.2378 -3.7227  -0.89
H -1.9498 -1.6679 -0.9393  0.00
H 2.4656 0.1272 -0.8460  -0.17
H 2.9669 1.7599 -0.4139  -0.02
H 1.5825 1.5273 -1.5613  -0.07
H 3.2677 1.1264 -2.0627  -0.02
H -0.7771 0.3967 -4.1653  0.12
H 0.4841 -0.6484 -4.0855  0.20
H 0.7551 0.9610 -4.0741  0.01
H -1.1111 -2.3197 -2.2577  0.04
H -0.4955 -2.4319 -0.7044  -0.21
Cl -3.1375 -0.7001 0.9566  0.03
C -1.6639 -0.4073 1.8289  0.39
C -1.4491 -0.9835 3.0706  -0.04
C -0.2117 -0.8186 3.7089  0.02
C 0.8027 -0.0538 3.0962  -0.07
C 0.5583 0.6043 1.8981  0.15
C -0.7053 0.4801 1.2679  -0.42
C -1.0058 1.2926 0.1019  0.48
H -2.2651 -1.5414 3.5557  -0.01
H -0.0653 -1.2551 4.7009  0.00
H 1.7547 0.0344 3.6012  0.00
H 1.3350 1.2475 1.4700  0.02
H -2.0422 1.2976 -0.2642  -0.02
H -0.4372 2.2306 -0.0008  -0.09

=====

Entry from OMol25: a cluster of 2 separate species, C8H16F6O3PS in total (wB97M-V/def2-TZVPD).

Computed properties:
Calculated total energy   -51133.79995 eV
HOMO-LUMO gap   0.3589 Eh
Lowest unoccupied orbital energy   0.095 Ha
Charge   -1

Last column: Löwdin charge in e.
Atoms and positions in Å:
C -1.3595 -0.1601 1.9357  -0.10
C -0.8432 -1.5929 2.0734  -0.25
C 0.5681 -1.7984 1.5000  -0.18
C 1.6372 -1.0823 2.3100  -0.16
O 2.8518 -0.8298 1.5686  0.02
C 2.6799 0.0025 0.5207  -0.59
O 2.3985 1.1784 0.6080  0.14
O 2.8888 -0.6511 -0.6315  0.03
C 3.2793 0.1749 -1.7417  -0.17
C 2.0852 0.6510 -2.5541  -0.24
C 1.4515 -0.4759 -3.3784  -0.57
S 0.5524 0.1315 -4.8391  0.68
H -0.6765 0.5849 2.3474  0.07
H -2.2787 -0.0705 2.5224  0.07
H -1.6404 0.0782 0.9105  0.07
H -1.5127 -2.2375 1.4967  0.11
H -0.8651 -1.9300 3.1149  0.10
H 0.8043 -2.8683 1.4959  0.11
H 0.5606 -1.4812 0.4530  0.11
H 1.9425 -1.7208 3.1419  0.13
H 1.2669 -0.1534 2.7503  0.12
H 3.9293 -0.4551 -2.3550  0.13
H 3.8688 1.0215 -1.3848  0.13
H 2.4105 1.4581 -3.2145  0.11
H 1.3341 1.0550 -1.8700  0.12
H 2.2177 -1.1363 -3.7867  0.06
H 0.7563 -1.0415 -2.7572  0.07
H -0.1695 1.0604 -4.2049  -0.14
F -5.3998 1.7471 -0.6740  -0.22
P -4.3096 1.7582 0.5676  0.35
F -3.1882 1.7012 -0.6585  -0.23
F -5.0820 3.1823 0.8963  -0.22
F -4.3284 0.1094 0.4033  -0.22
F -4.8072 1.3396 2.0920  -0.22
F -3.0229 2.4510 1.3417  -0.21

=====

Entry from OMol25: a structure of composition C8H16I2N8SV (wB97M-V/def2-TZVPD).

Computed properties:
Calculated total energy   -73184.90089 eV
Energy relative to the best compared isomer or geometry (same formula, charge and spin)   0.0 kJ/mol
HOMO-LUMO gap (alpha / beta)   0.2349 / 0.2597 Eh
Lowest unoccupied orbital energy (alpha / beta)   -0.302 / -0.305 Ha
Charge   +2
2S+1   4

Last column: Mulliken spin population.
Atoms and positions in Å:
V -1.7181 1.2797 0.3123  2.98
C -4.2906 -3.2643 0.7365  0.00
C -3.7199 -2.3161 1.7043  0.00
N -3.7761 -2.3914 2.9910  0.00
N -3.1382 -1.3276 3.4961  0.01
C -2.6608 -0.5396 2.5243  -0.01
S -1.8196 0.9212 2.6209  -0.03
N -3.0148 -1.1605 1.3549  -0.02
N -2.6571 -0.6734 0.1012  0.02
H -4.7896 -4.0709 1.2693  0.00
H -3.5131 -3.6980 0.1073  0.00
H -5.0237 -2.7773 0.0917  0.00
H -3.0627 -1.2128 4.5012  0.00
H -2.0132 -1.3210 -0.3850  0.00
H -3.4868 -0.5598 -0.4977  0.00
I -3.8066 2.7151 -0.7321  -0.02
I -3.9910 5.3962 -0.6900  0.03
C 3.8918 2.3200 -0.9667  0.00
C 4.1349 0.8743 -1.3839  0.00
C 3.6556 0.6210 -2.8081  0.00
C 3.4842 -0.1113 -0.3844  0.00
N 2.0601 0.0267 -0.3116  0.00
C 1.3065 0.8411 0.4493  0.05
N 0.0380 0.5937 0.1374  -0.07
N 0.0596 -0.3611 -0.8010  0.03
N 1.2495 -0.6900 -1.0635  0.01
H 4.4656 2.9862 -1.6048  0.00
H 4.2079 2.4940 0.0598  0.00
H 2.8399 2.5887 -1.0740  0.00
H 5.2082 0.6699 -1.3301  0.00
H 2.6012 0.8667 -2.9212  0.00
H 3.8046 -0.4162 -3.0940  0.00
H 4.2175 1.2421 -3.4997  0.00
H 3.8962 0.0533 0.6116  0.00
H 3.6888 -1.1315 -0.7118  0.00
H 1.6709 1.5332 1.1898  0.00

=====

Entry from OMol25: the ion C8H16IN2 with charge +1 (wB97M-V/def2-TZVPD).

Computed properties:
Calculated total energy   -19626.03650 eV
Energy relative to the best compared isomer or geometry (same formula, charge and spin)   283.9 kJ/mol
HOMO-LUMO gap   0.3366 Eh
Lowest unoccupied orbital energy   -0.138 Ha
Charge   +1
SMILES   C=C1N(I)CC[N@H+]1CC(C)C

Last column: Löwdin charge in e.
Atoms and positions in Å:
C -2.1043 1.4499 -1.3841  0.13
C -1.1066 0.6854 -1.6541  -0.31
N -0.4662 0.2706 -3.1734  -0.44
I -1.1633 -1.6416 -3.5523  0.90
C 0.9257 0.2307 -2.8020  -0.32
C 1.2451 0.2246 -1.2264  0.00
N -0.2342 0.1118 -0.6696  -0.09
C -0.3023 0.5574 0.7442  -0.12
C 0.6059 -0.3393 1.6858  -0.37
C 0.4481 0.2120 3.1477  -0.06
C 0.1274 -1.8327 1.6614  -0.06
H -2.5216 1.6341 -0.3944  0.10
H -2.5711 1.9434 -2.1840  0.08
H 1.2959 1.2108 -3.0819  0.12
H 1.6221 -0.4820 -3.1723  0.09
H 1.7587 -0.6987 -0.9258  0.13
H 1.7377 1.0766 -0.8533  0.12
H -0.3680 -0.9097 -0.6034  0.12
H -1.3987 0.6163 1.0957  0.16
H -0.0534 1.5780 0.6173  0.12
H 1.7176 -0.2597 1.2730  0.16
H -0.6106 -0.1246 3.5397  0.13
H 0.5267 1.2848 3.3782  0.09
H 1.1466 -0.3792 3.5839  0.03
H -0.9993 -1.8582 1.8705  0.11
H 0.2325 -2.1687 0.5536  0.09
H 0.5096 -2.3921 2.5260  0.09

=====

Number 1: strongest force on any atom 2.3 eV/Å. Number 2: strongest force on any atom 3.8 eV/Å. Number 3: strongest force on any atom 1.9 eV/Å. Number 4: strongest force on any atom 1.1 eV/Å. Number 5: strongest force on any atom 3.3 eV/Å. Number 6: strongest force on any atom 4.7 eV/Å.